No. 1
{
  "formula": "C51H51FeN5O4S3Si",
  "method": "wB97M-V/def2-TZVPD",
  "homo_lumo_gap_ha": [0.211, 0.206],
  "e_homo_ev": [-2.003, -1.853],
  "total_charge": -2,
  "multiplicity": 5,
  "symbols": ["Fe", "C", "C", "N", "N", "C", "S", "S", "C", "C", "C", "C", "C", "C", "C", "C", "C", "C", "C", "C", "C", "O", "H", "H", "H", "H", "H", "H", "H", "H", "H", "H", "H", "H", "H", "H", "C", "C", "C", "C", "C", "C", "N", "C", "C", "C", "C", "C", "C", "C", "O", "O", "C", "C", "H", "H", "H", "H", "H", "H", "H", "H", "H", "H", "H", "H", "H", "H", "C", "C", "C", "C", "Si", "O", "C", "C", "C", "C", "C", "C", "C", "C", "C", "C", "C", "C", "H", "H", "H", "H", "H", "H", "H", "H", "H", "H", "H", "H", "H", "H", "H", "H", "H", "H", "H", "S", "C", "N", "C", "C", "C", "N", "H", "H", "H", "H"],
  "xyz": [[0.076, -0.081, 0.189], [3.731, -1.686, -1.221], [2.600, -0.693, -1.261], [2.239, -0.050, -0.197], [3.101, -0.228, 0.887], [2.550, -0.239, 2.056], [0.914, -0.206, 2.508], [3.724, -0.273, 3.437], [4.899, -1.535, 2.876], [4.386, -2.941, 3.080], [4.036, -3.388, 4.354], [3.557, -4.673, 4.553], [3.408, -5.540, 3.476], [3.748, -5.106, 2.204], [4.238, -3.819, 2.013], [1.984, -0.434, -2.576], [2.827, -0.521, -3.693], [2.411, -0.257, -4.983], [1.071, 0.095, -5.183], [0.209, 0.169, -4.119], [0.611, -0.082, -2.773], [-0.273, -0.017, -1.841], [3.718, -2.178, -0.254], [4.700, -1.187, -1.324], [3.615, -2.422, -2.014], [5.804, -1.375, 3.466], [5.139, -1.345, 1.830], [4.110, -2.700, 5.190], [3.281, -4.996, 5.551], [3.017, -6.540, 3.628], [3.621, -5.761, 1.350], [4.496, -3.485, 1.016], [3.867, -0.783, -3.538], [3.108, -0.309, -5.810], [0.709, 0.317, -6.182], [-0.831, 0.452, -4.259], [3.391, 7.759, 1.697], [2.192, 6.842, 1.665], [1.979, 5.969, 2.728], [0.907, 5.089, 2.705], [0.018, 5.091, 1.648], [0.219, 5.959, 0.572], [-0.663, 6.010, -0.502], [-1.680, 5.085, -0.814], [-2.931, 5.582, -1.187], [-3.962, 4.725, -1.546], [-3.765, 3.350, -1.493], [-2.527, 2.860, -1.103], [-1.465, 3.705, -0.793], [-0.110, 3.032, -0.524], [0.856, 3.441, -1.163], [-0.187, 2.099, 0.339], [1.326, 6.827, 0.570], [1.569, 7.679, -0.648], [3.860, 7.732, 2.681], [3.123, 8.796, 1.479], [4.146, 7.457, 0.963], [2.674, 5.962, 3.562], [0.764, 4.379, 3.511], [-0.807, 4.390, 1.638], [-0.723, 6.888, -0.984], [-3.092, 6.656, -1.180], [-4.922, 5.132, -1.842], [-4.564, 2.660, -1.748], [-2.340, 1.793, -1.045], [1.422, 7.082, -1.551], [2.584, 8.073, -0.672], [0.888, 8.539, -0.704], [-5.374, -0.179, 2.774], [-3.931, 0.057, 2.323], [-2.974, -0.248, 3.485], [-3.755, 1.539, 1.948], [-3.315, -0.909, 0.802], [-1.795, -0.607, 0.571], [-3.695, -2.790, 0.961], [-3.592, -3.554, -0.213], [-3.923, -4.902, -0.246], [-4.367, -5.540, 0.908], [-4.445, -4.820, 2.093], [-4.109, -3.467, 2.113], [-4.292, -0.466, -0.771], [-5.679, -0.345, -0.891], [-6.283, -0.053, -2.109], [-5.503, 0.113, -3.249], [-4.122, -0.012, -3.156], [-3.524, -0.294, -1.932], [-5.624, 0.515, 3.589], [-5.535, -1.195, 3.150], [-6.095, -0.003, 1.971], [-3.249, 0.351, 4.366], [-1.944, -0.004, 3.216], [-2.995, -1.303, 3.784], [-3.978, 2.175, 2.816], [-4.426, 1.834, 1.133], [-2.728, 1.745, 1.624], [-3.256, -3.072, -1.128], [-3.837, -5.455, -1.176], [-4.643, -6.589, 0.883], [-4.783, -5.305, 3.004], [-4.189, -2.930, 3.052], [-6.314, -0.485, -0.023], [-7.362, 0.046, -2.169], [-5.969, 0.343, -4.200], [-3.501, 0.125, -4.034], [-2.437, -0.360, -1.868], [0.556, -3.007, 0.246], [0.145, -4.582, 0.133], [-0.868, -5.073, 0.970], [-1.219, -6.357, 1.064], [-0.603, -7.286, 0.290], [0.364, -6.769, -0.614], [0.722, -5.518, -0.710], [-1.340, -4.358, 1.513], [-2.009, -6.582, 1.766], [-0.857, -8.333, 0.332], [0.857, -7.458, -1.299]]
}

---

No. 2
{
  "formula": "C36H18BCrF9O3",
  "method": "wB97M-V/def2-TZVPD",
  "homo_lumo_gap_ha": [0.215, 0.114],
  "e_homo_ev": [-15.751, -15.709],
  "total_charge": 3,
  "multiplicity": 4,
  "symbols": ["F", "C", "C", "C", "F", "C", "B", "C", "C", "F", "C", "C", "F", "C", "C", "F", "C", "C", "F", "C", "C", "F", "C", "C", "F", "H", "C", "F", "C", "H", "H", "H", "H", "H", "H", "O", "C", "Cr", "C", "O", "C", "O", "C", "C", "C", "C", "C", "C", "C", "C", "C", "C", "C", "C", "C", "C", "C", "H", "H", "H", "H", "H", "H", "H", "H", "H", "H", "H"],
  "xyz": [[1.540, -2.011, 7.138], [1.249, -1.774, 5.816], [1.811, -2.612, 4.852], [1.381, -2.428, 3.550], [1.928, -3.247, 2.597], [0.378, -1.510, 3.186], [-0.428, -1.683, 1.902], [0.108, -2.450, 0.674], [1.210, -2.175, -0.161], [2.113, -1.214, 0.221], [1.516, -2.932, -1.285], [0.769, -4.103, -1.460], [1.100, -4.924, -2.513], [-0.289, -4.482, -0.641], [-0.589, -3.631, 0.401], [-1.577, -4.005, 1.275], [-1.897, -1.216, 1.862], [-2.498, -0.484, 0.823], [-1.719, -0.054, -0.235], [-3.865, -0.249, 0.763], [-4.652, -0.768, 1.796], [-6.018, -0.588, 1.747], [-4.125, -1.459, 2.879], [-2.762, -1.652, 2.883], [-2.238, -2.417, 3.900], [0.761, 0.585, 0.780], [0.054, -0.564, 4.182], [-0.686, 0.539, 3.822], [0.420, -0.695, 5.501], [2.502, -3.409, 5.096], [2.333, -2.622, -1.948], [-0.870, -5.386, -0.775], [-4.303, 0.278, -0.076], [-4.747, -1.874, 3.676], [0.053, -0.012, 6.269], [0.524, 0.927, -6.684], [-0.075, 1.363, -5.783], [-1.082, 1.811, -4.243], [-0.032, 0.529, -3.323], [0.606, -0.290, -2.794], [-2.186, 0.322, -4.704], [-2.708, -0.662, -5.046], [-2.098, 3.585, -5.073], [-0.763, 3.905, -4.772], [-0.240, 3.623, -3.502], [-1.041, 3.072, -2.481], [-0.430, 2.634, -1.213], [0.166, 2.191, -0.258], [0.877, 1.648, 0.885], [2.394, 1.742, 0.779], [3.178, 1.220, 1.822], [4.563, 1.209, 1.716], [5.170, 1.651, 0.522], [4.383, 2.050, -0.570], [2.995, 2.060, -0.443], [-2.368, 2.741, -2.805], [-2.899, 2.987, -4.086], [-2.503, 3.756, -6.084], [-0.105, 4.336, -5.535], [0.814, 3.785, -3.266], [0.490, 1.977, 1.849], [2.656, 0.837, 2.711], [5.177, 0.916, 2.578], [6.263, 1.662, 0.439], [4.848, 2.403, -1.498], [2.328, 2.326, -1.269], [-2.954, 2.234, -2.035], [-3.915, 2.681, -4.334]]
}

---

No. 3
{
  "formula": "CsH8NOPSi2",
  "method": "wB97M-V/def2-TZVPD",
  "homo_lumo_gap_ha": 0.287,
  "e_homo_ev": -12.504,
  "total_charge": 1,
  "symbols": ["N", "P", "Si", "O", "Si", "H", "H", "H", "H", "H", "H", "H", "H", "Cs"],
  "xyz": [[0.454, 1.262, -1.739], [-0.806, 0.222, -1.509], [-0.535, -1.000, 0.348], [-0.204, 0.000, 1.774], [1.517, 0.319, 1.973], [1.115, 1.123, -0.968], [-0.942, -0.718, -2.631], [-1.999, 1.070, -1.386], [0.390, -2.110, 0.166], [-1.871, -1.605, 0.581], [2.211, -0.622, 1.045], [1.757, 1.657, 1.362], [2.035, 0.175, 3.304], [-3.122, 0.228, -2.320]]
}

---

No. 4
{
  "formula": "C4H4Cl3N2O2S",
  "method": "wB97M-V/def2-TZVPD",
  "homo_lumo_gap_ha": 0.334,
  "e_homo_ev": -14.519,
  "total_charge": 1,
  "symbols": ["C", "C", "C", "C", "N", "N", "O", "O", "S", "Cl", "Cl", "Cl", "H", "H", "H", "H"],
  "xyz": [[1.209, 1.164, -0.234], [-0.944, 1.738, -0.010], [0.832, 0.122, -1.074], [-0.501, -0.201, -1.212], [0.322, 2.022, 0.198], [-1.467, 0.666, -0.730], [-0.030, -2.040, 0.498], [-2.425, -1.467, 0.462], [-1.367, -2.284, 1.007], [-2.165, 2.758, 0.542], [-0.857, -1.441, -2.290], [3.406, -0.532, 2.323], [2.293, 1.184, 0.210], [1.612, -0.516, -1.534], [2.571, -1.466, 2.517], [-2.489, 0.295, -0.674]]
}

---

No. 5
{
  "formula": "C40H58ClF6NO4S3",
  "method": "wB97M-V/def2-TZVPD",
  "homo_lumo_gap_ha": 0.269,
  "smiles": "CCCCCCCCCCCCCCCc1c(CC)c([C@@H](Cl)CC)c(S)c2c1Sc1c(S)cccc1N2.CCOC(=O)C(F)(F)F.CCOC(=O)C(F)(F)F",
  "e_homo_ev": -7.922,
  "symbols": ["C", "C", "C", "C", "C", "C", "C", "C", "C", "C", "C", "C", "C", "C", "C", "C", "C", "C", "C", "C", "C", "Cl", "C", "C", "C", "S", "C", "C", "S", "C", "C", "S", "C", "C", "C", "C", "N", "H", "H", "H", "H", "H", "H", "H", "H", "H", "H", "H", "H", "H", "H", "H", "H", "H", "H", "H", "H", "H", "H", "H", "H", "H", "H", "H", "H", "H", "H", "H", "H", "H", "H", "H", "H", "H", "H", "H", "H", "H", "H", "H", "H", "H", "H", "H", "H", "C", "C", "O", "C", "O", "C", "F", "F", "F", "H", "H", "H", "H", "H", "C", "C", "O", "C", "O", "C", "F", "F", "F", "H", "H", "H", "H", "H"],
  "xyz": [[-0.058, 2.103, 5.077], [1.227, 2.388, 4.071], [1.589, 3.979, 3.911], [0.590, 4.823, 2.922], [-0.079, 3.955, 1.703], [-1.541, 3.339, 2.210], [-2.788, 3.810, 1.256], [-4.082, 2.791, 1.262], [-4.840, 2.689, 2.728], [-5.896, 1.401, 2.822], [-5.696, 0.551, 4.243], [-4.187, -0.086, 4.185], [-3.905, -1.230, 5.372], [-2.338, -1.734, 5.099], [-2.298, -2.943, 3.945], [-0.803, -2.945, 3.218], [-0.468, -2.304, 1.746], [-1.740, -1.605, 0.940], [-2.475, -2.671, -0.105], [1.081, -2.350, 1.180], [1.403, -1.648, -0.301], [2.591, -0.194, -0.108], [1.917, -2.756, -1.406], [1.359, -4.275, -1.042], [2.354, -3.039, 2.016], [4.122, -3.080, 1.291], [2.016, -3.691, 3.519], [0.436, -3.608, 4.060], [0.187, -4.331, 5.813], [1.748, -3.686, 6.711], [1.690, -3.077, 8.233], [0.053, -3.021, 9.146], [3.137, -2.507, 8.842], [4.528, -2.566, 7.917], [4.566, -3.208, 6.393], [3.135, -3.774, 5.780], [3.110, -4.346, 4.382], [-0.765, 1.241, 4.679], [-0.632, 3.118, 5.281], [0.371, 1.750, 6.118], [2.164, 1.884, 4.602], [1.108, 1.811, 3.035], [2.731, 4.099, 3.633], [1.478, 4.457, 4.994], [1.258, 5.668, 2.413], [-0.203, 5.398, 3.579], [-0.237, 4.714, 0.797], [0.646, 3.118, 1.283], [-1.415, 2.176, 2.296], [-1.740, 3.812, 3.285], [-2.425, 3.864, 0.121], [-3.192, 4.894, 1.501], [-4.889, 3.242, 0.513], [-3.777, 1.750, 0.821], [-4.057, 2.680, 3.618], [-5.456, 3.696, 2.857], [-5.671, 0.660, 1.938], [-7.014, 1.795, 2.716], [-6.452, -0.358, 4.254], [-5.914, 1.211, 5.195], [-3.339, 0.715, 4.322], [-4.103, -0.687, 3.165], [-4.034, -0.753, 6.452], [-4.693, -2.093, 5.162], [-1.703, -0.837, 4.643], [-1.899, -2.105, 6.126], [-3.187, -2.814, 3.168], [-2.456, -4.007, 4.461], [-2.477, -1.200, 1.774], [-1.377, -0.631, 0.352], [-2.793, -3.677, 0.453], [-1.657, -2.900, -0.941], [-3.407, -2.099, -0.564], [0.420, -1.160, -0.768], [1.499, -2.417, -2.450], [3.108, -2.698, -1.393], [0.207, -4.265, -0.736], [2.034, -4.782, -0.209], [1.467, -4.983, -1.997], [4.688, -1.780, 1.413], [-1.001, -2.886, 8.186], [3.168, -2.026, 9.909], [5.558, -2.136, 8.318], [5.526, -3.291, 5.724], [4.050, -4.250, 3.933], [2.865, 0.979, -3.768], [2.205, -0.248, -4.367], [1.742, 0.027, -5.698], [2.683, -0.052, -6.693], [3.863, -0.332, -6.497], [2.047, 0.213, -8.057], [1.205, 1.286, -8.047], [1.307, -0.847, -8.492], [2.965, 0.462, -9.033], [2.189, 1.839, -3.808], [3.147, 0.798, -2.727], [3.765, 1.256, -4.327], [1.324, -0.516, -3.774], [2.875, -1.115, -4.357], [1.614, 2.724, -11.466], [0.953, 1.497, -12.065], [0.490, 1.772, -13.396], [1.431, 1.693, -14.391], [2.611, 1.413, -14.195], [0.796, 1.957, -15.755], [-0.047, 3.030, -15.745], [0.055, 0.898, -16.190], [1.713, 2.207, -16.732], [0.937, 3.584, -11.507], [1.896, 2.543, -10.425], [2.513, 3.001, -12.025], [0.073, 1.229, -11.472], [1.624, 0.630, -12.055]]
}

---

No. 6
{
  "formula": "C8H12N2O2S2",
  "method": "wB97M-V/def2-TZVPD",
  "homo_lumo_gap_ha": 0.358,
  "smiles": "C[C@H]1[C@](N)(c2nccs2)CCS1(=O)=O",
  "e_homo_ev": -9.179,
  "symbols": ["C", "C", "C", "C", "C", "C", "C", "C", "N", "N", "O", "O", "S", "S", "H", "H", "H", "H", "H", "H", "H", "H", "H", "H", "H", "H"],
  "xyz": [[2.388, 2.348, -1.045], [1.897, 2.444, -2.308], [0.579, 1.154, -0.763], [-0.842, 0.868, 1.276], [-1.594, -0.199, 2.049], [0.406, -1.224, 0.385], [-0.436, 0.315, -0.100], [0.694, -2.137, -0.764], [1.634, 1.624, -0.190], [-1.487, -0.061, -0.992], [-1.922, -2.459, 0.693], [-0.371, -2.536, 2.600], [0.422, 1.572, -2.450], [-0.908, -1.809, 1.485], [3.297, 2.794, -0.684], [2.309, 2.968, -3.147], [-1.459, 1.761, 1.137], [0.065, 1.167, 1.801], [-1.455, -0.123, 3.122], [-2.655, -0.228, 1.815], [1.264, -0.927, 0.975], [-0.194, -2.265, -1.377], [0.995, -3.111, -0.382], [1.499, -1.739, -1.381], [-1.971, -0.890, -0.655], [-2.154, 0.695, -1.102]]
}

---

We obtain electronic energy values of -144132.324; -97288.486; -29247.072; -59682.486; -113409.780; -37235.736 eV for the records listed above, in that order.